Record 1
One molecule with the formula C2H2F3NO2 at a distorted geometry, computed with wB97M-V/def2-TZVPD.

For the total energy, the calculation gives -15835.9609 eV. The energy above the lowest of the compared OMol25 structures with the same formula, charge and spin is 43.2 kcal/mol. As for the spin multiplicity: 3. The calculation puts the HOMO energy (alpha / beta) at -7.60 / -10.84 eV. For the orbital gap (alpha / beta), the calculation gives 8.4 / 6.4 eV. Its expectation value of S² is 2.01.

```
10
Properties=species:S:1:pos:R:3:forces:R:3:mulliken_charge:R:1
C 0.22424 -0.60557 0.59944 -0.1 -1.1 0.9 -0.04
C -1.00982 -0.13187 -0.21445 1.8 1.7 -2.3 0.32
N 0.45432 0.41767 1.70278 -0.8 0.2 -3.3 0.88
O 0.63753 1.55436 1.28255 0.7 4.1 -3.0 -0.54
O 0.45683 0.04725 2.81238 0.0 -3.6 7.3 -0.52
F -0.16066 -1.75707 1.22184 0.5 0.5 -0.7 -0.24
F -2.06431 -0.24698 0.56121 -0.7 0.2 0.4 -0.22
F -1.13324 -1.03644 -1.25342 0.0 0.8 0.5 -0.25
H 1.26440 -0.71726 0.24061 -0.9 -0.1 -0.9 0.33
H -0.87193 0.99316 -0.64090 -0.4 -2.8 1.0 0.28
```
Forces are in eV/Å.

=====

Record 2
C2H2F3P as an isolated structure at a distorted geometry, computed with wB97M-V/def2-TZVPD.

For the total energy, the calculation gives -19544.8315 eV. The energy above the lowest of the compared OMol25 structures with the same formula, charge and spin is 37.4 kcal/mol. As for the spin multiplicity: 1. The calculation puts the HOMO energy at -9.03 eV. For the orbital gap, the calculation gives 8.4 eV.

```
8
Properties=species:S:1:pos:R:3:forces:R:3:mulliken_charge:R:1
C -0.36624 -0.87817 0.17854 1.2 2.6 -0.8 -0.38
C -0.00358 -0.47879 -1.20204 0.1 0.5 0.1 0.66
F -1.45758 -0.39154 0.75755 0.0 -0.4 -0.3 -0.19
F -1.01658 -0.17837 -2.03841 -0.3 0.0 0.2 -0.22
F 0.76578 -1.41138 -1.80955 0.2 -0.2 0.2 -0.23
P 1.03152 0.98440 -0.52980 -0.9 -2.3 0.4 -0.06
H 0.20832 -1.58774 0.74358 0.1 -0.2 0.1 0.39
H -0.12021 1.77470 -0.47649 -0.4 0.1 0.1 0.04
```
Forces are in eV/Å.

=====

Record 3
C2H2FFeO2 as an isolated structure at a distorted geometry, computed with wB97M-V/def2-TZVPD.

For the total energy, the calculation gives -43281.6773 eV. The energy above the lowest of the compared OMol25 structures with the same formula, charge and spin is 0.0 kcal/mol. As for the spin multiplicity: 6. The calculation puts the HOMO energy (alpha / beta) at -23.11 / -22.69 eV. The charge is +2. For the orbital gap (alpha / beta), the calculation gives 12.1 / 7.9 eV. Its expectation value of S² is 8.76.

```
8
Properties=species:S:1:pos:R:3:forces:R:3:mulliken_charge:R:1
H 0.39958 -0.34771 1.89041 0.5 -1.0 -0.8 0.37
O -1.50576 1.46272 0.52402 0.4 -1.2 0.7 0.06
C -0.98725 0.50967 0.80545 -1.1 1.5 -0.9 0.37
C -0.04935 -0.67160 0.89471 -1.9 0.6 3.1 0.13
O 0.71400 -0.69574 -0.18933 0.8 1.0 -2.2 -0.54
H -0.72362 -1.53907 1.05218 0.5 0.0 0.0 0.41
F 1.21102 1.06604 -3.24182 -0.4 -0.9 1.9 -0.36
Fe 0.94137 0.21570 -1.73564 1.1 0.1 -1.7 1.57
```
Forces are in eV/Å.

=====

Record 4
C2H2FGdO2 as an isolated structure at a distorted geometry, computed with wB97M-V/def2-TZVPD.

For the total energy, the calculation gives -29746.5794 eV. As for the spin multiplicity: 9. The calculation puts the HOMO energy (alpha / beta) at -13.72 / -15.71 eV. The charge is +1. For the orbital gap (alpha / beta), the calculation gives 8.2 / 6.7 eV. Its expectation value of S² is 20.32.

```
8
Properties=species:S:1:pos:R:3:forces:R:3:mulliken_charge:R:1
Gd 1.76994 0.42654 -0.77467 0.8 0.1 -0.2 1.90
F 3.61430 0.85426 0.03425 -1.2 -0.3 -0.2 -0.59
O 0.39288 -1.27065 -0.18896 0.3 -0.2 0.5 -0.63
C -0.74468 -0.89946 0.26066 -0.4 -0.1 -0.4 0.04
C -1.12671 0.46308 0.10927 -0.2 -0.1 -0.1 0.11
O -0.28449 1.28991 -0.38040 0.0 0.3 0.3 -0.64
H -1.46268 -1.64394 0.62879 0.3 0.2 0.0 0.41
H -2.15856 0.78025 0.31105 0.4 0.0 0.1 0.41
```
Forces are in eV/Å.

=====

Record 5
A 2-piece molecular cluster, C2H2FIO overall at a distorted geometry, computed with wB97M-V/def2-TZVPD.

For the total energy, the calculation gives -14968.7998 eV. The energy above the lowest of the compared OMol25 structures with the same formula, charge and spin is 50.4 kcal/mol. As for the spin multiplicity: 1. The calculation puts the HOMO energy at -9.37 eV. As for the SMILES: O=C=CF.I. For the orbital gap, the calculation gives 8.3 eV.

```
7
Properties=species:S:1:pos:R:3:forces:R:3:mulliken_charge:R:1
C 0.99149 -0.10505 0.69722 -2.7 0.3 4.3 0.61
C 1.04076 -0.19504 -0.59354 2.5 0.2 -0.1 -0.31
O 0.73416 -0.02066 1.85951 1.3 -0.3 -2.9 -0.36
F 2.35746 -0.13144 -1.01793 -0.5 -0.1 -0.8 -0.25
I -2.34120 1.25848 0.34844 -1.3 -3.2 -0.7 -0.11
H -3.01952 -0.56073 -0.02163 1.2 3.2 0.7 0.11
H 0.23685 -0.24557 -1.27207 -0.5 -0.1 -0.6 0.31
```
Forces are in eV/Å.

=====

Record 6
C2H2FIO3 as an isolated structure at a distorted geometry, computed with wB97M-V/def2-TZVPD.

For the total energy, the calculation gives -19066.0436 eV. The energy above the lowest of the compared OMol25 structures with the same formula, charge and spin is 19.9 kcal/mol. As for the spin multiplicity: 1. The calculation puts the HOMO energy at -10.13 eV. For the orbital gap, the calculation gives 10.1 eV.

```
9
Properties=species:S:1:pos:R:3:forces:R:3:mulliken_charge:R:1
C 1.30238 -0.92219 -1.35796 -1.2 0.4 -0.9 0.47
C 0.89696 -0.33539 -0.01710 -3.1 2.1 -0.4 0.29
O 1.20001 -0.30649 -2.37844 0.7 -1.3 1.1 -0.44
O -0.22091 0.79086 -0.27821 1.6 -3.4 1.4 -0.52
O 0.41238 -1.27873 0.85332 -1.0 1.5 0.6 -0.49
F 1.67492 -2.20903 -1.25138 0.1 0.8 -0.3 -0.19
I 2.53521 0.78003 0.61413 1.2 0.5 0.7 0.17
H 0.07025 1.35936 -0.98842 0.5 0.1 -0.5 0.34
H -0.14547 -0.83607 1.57901 1.3 -0.7 -1.6 0.38
```
Forces are in eV/Å.

=====

Record 7
One molecule with the formula C2H2FN3O at a distorted geometry, computed with wB97M-V/def2-TZVPD.

For the total energy, the calculation gives -11338.6196 eV. The energy above the lowest of the compared OMol25 structures with the same formula, charge and spin is 44.2 kcal/mol. As for the spin multiplicity: 1. The calculation puts the HOMO energy at -10.45 eV. As for the SMILES: O[C@]1(F)C=NN=N1. For the orbital gap, the calculation gives 9.4 eV.

```
9
Properties=species:S:1:pos:R:3:forces:R:3:mulliken_charge:R:1
C -0.60818 -0.79634 0.85493 -1.0 -1.1 -3.1 -0.19
C -0.57287 -0.00163 -0.49636 -0.4 0.2 0.8 0.91
N -1.05856 -1.99158 0.57435 1.8 2.6 3.2 -0.25
N -1.11710 -1.03758 -1.43857 1.0 1.9 0.0 -0.20
N -1.34492 -2.02994 -0.78754 -1.4 -2.0 -1.6 -0.17
O 0.72667 0.34936 -0.61887 1.2 0.6 -2.7 -0.50
F -1.35277 1.13367 -0.63355 0.0 -0.8 0.3 -0.28
H -0.04778 -0.35188 1.65547 -0.4 -0.5 0.8 0.34
H 0.96257 0.67653 -1.56495 -0.8 -0.9 2.2 0.35
```
Forces are in eV/Å.

=====

Record 8
One molecule with the formula C2H2FN3O at a distorted geometry, computed with wB97M-V/def2-TZVPD.

For the total energy, the calculation gives -11339.3413 eV. The energy above the lowest of the compared OMol25 structures with the same formula, charge and spin is 27.6 kcal/mol. As for the spin multiplicity: 1. The calculation puts the HOMO energy at -9.33 eV. As for the SMILES: O=c1[nH][nH]nc1F. For the orbital gap, the calculation gives 10.2 eV.

```
9
Properties=species:S:1:pos:R:3:forces:R:3:mulliken_charge:R:1
C -0.25128 0.56498 -1.12993 -0.9 -2.3 3.1 0.38
C -0.96552 -0.54259 0.02592 1.3 2.4 -2.9 0.43
N 0.86461 0.94529 -0.65834 -0.5 0.3 -1.4 -0.43
N 0.06746 -0.53611 0.88217 0.7 0.0 0.1 -0.05
N 1.06024 0.43216 0.56942 0.0 0.0 1.2 -0.09
O -2.01125 -1.11134 0.00197 -0.2 -0.2 0.2 -0.55
F -0.79240 0.96677 -2.24951 0.2 0.0 0.1 -0.23
H 0.01503 -0.82365 1.84809 -0.1 0.1 -0.1 0.28
H 2.01311 0.10449 0.71020 -0.4 -0.2 -0.3 0.25
```
Forces are in eV/Å.

=====

Record 9
One molecule with the formula C2H2FN3S at a distorted geometry, computed with wB97M-V/def2-TZVPD.

For the total energy, the calculation gives -20125.9464 eV. The energy above the lowest of the compared OMol25 structures with the same formula, charge and spin is 51.5 kcal/mol. As for the spin multiplicity: 1. The calculation puts the HOMO energy at -10.16 eV. As for the SMILES: FSn1cncn1. For the orbital gap, the calculation gives 8.2 eV.

```
9
Properties=species:S:1:pos:R:3:forces:R:3:mulliken_charge:R:1
C 1.16814 -1.12047 0.61787 0.9 1.5 -2.2 -0.05
C 0.49392 0.63370 -0.41788 0.7 1.1 -0.3 0.03
N 1.58217 0.02890 -0.02493 0.7 0.3 1.2 -0.53
N -0.10229 -1.28145 0.46278 -2.5 -1.2 0.7 -0.51
N -0.55849 -0.20239 -0.20377 -2.1 0.7 0.2 0.16
F -2.45870 1.83003 -0.32514 -0.3 -1.8 -0.1 -0.21
S -2.64432 0.18372 -0.41653 4.3 1.1 0.6 0.38
H 1.92749 -1.78602 1.01389 -0.7 -0.2 0.2 0.37
H 0.59208 1.71398 -0.70630 -1.0 -1.5 -0.2 0.36
```
Forces are in eV/Å.

=====

Record 10
One molecule with the formula C2H2FNO at a distorted geometry, computed with wB97M-V/def2-TZVPD.

For the total energy, the calculation gives -8356.8878 eV. The energy above the lowest of the compared OMol25 structures with the same formula, charge and spin is 86.0 kcal/mol. As for the spin multiplicity: 1. The calculation puts the HOMO energy at -10.05 eV. As for the SMILES: O=C1CN1F. For the orbital gap, the calculation gives 10.1 eV.

```
7
Properties=species:S:1:pos:R:3:forces:R:3:mulliken_charge:R:1
C 0.59360 0.69391 -0.01897 -0.9 -0.1 0.7 0.44
C -0.79565 0.06142 -0.01112 -0.3 -0.3 -0.1 -0.24
N 0.43749 -0.61403 -0.36270 3.2 -0.5 0.0 -0.06
O 1.22915 1.67478 0.21202 0.1 -1.0 -0.1 -0.45
F 1.08595 -1.74935 0.22325 -0.9 1.0 -0.1 -0.18
H -1.31316 -0.15573 0.95772 0.4 0.6 -1.0 0.28
H -1.23737 0.08899 -1.00020 -1.6 0.1 0.7 0.22
```
Forces are in eV/Å.

=====

Record 11
A 2-piece molecular cluster, C2H2FNO2 overall at a distorted geometry, computed with wB97M-V/def2-TZVPD.

For the total energy, the calculation gives -10405.8930 eV. The energy above the lowest of the compared OMol25 structures with the same formula, charge and spin is 75.9 kcal/mol. As for the spin multiplicity: 1. The calculation puts the HOMO energy at -10.16 eV. For the orbital gap, the calculation gives 11.1 eV.

```
8
Properties=species:S:1:pos:R:3:forces:R:3:mulliken_charge:R:1
C 1.64138 0.46647 -1.86914 -0.8 -0.7 -2.0 0.11
C -0.74002 -0.55234 1.25376 1.1 0.1 0.4 0.18
N -0.96234 -0.12379 0.10537 0.4 0.1 -0.1 -0.25
O 1.06883 0.15054 -2.80249 1.1 0.5 1.5 -0.13
O -0.26193 0.96767 -0.26532 -0.4 2.2 -1.1 -0.32
F -1.34573 -1.66681 1.49244 -1.2 -2.0 1.2 -0.19
H 0.65997 1.02864 -0.00230 0.2 -0.6 0.8 0.33
H -0.06016 -0.27039 2.08768 -0.4 0.3 -0.9 0.28
```
Forces are in eV/Å.

=====

Record 12
C2H2FNdO as an isolated structure at a distorted geometry, computed with wB97M-V/def2-TZVPD.

For the total energy, the calculation gives -22128.5050 eV. The energy above the lowest of the compared OMol25 structures with the same formula, charge and spin is 9.9 kcal/mol. As for the spin multiplicity: 4. The calculation puts the HOMO energy (alpha / beta) at -17.83 / -17.84 eV. The charge is +2. For the orbital gap (alpha / beta), the calculation gives 4.8 / 6.5 eV. Its expectation value of S² is 3.75.

```
7
Properties=species:S:1:pos:R:3:forces:R:3:mulliken_charge:R:1
C -1.87282 -0.19232 0.03404 0.8 0.2 -0.5 -0.66
C -0.61040 -0.31501 -0.22680 -2.3 -0.4 0.5 0.78
O 0.51593 -0.55866 -0.49572 3.0 0.3 -0.1 -0.56
H -2.40681 -1.04293 0.46110 0.1 0.2 0.0 0.29
H -2.39728 0.71078 -0.28173 0.0 -0.1 0.2 0.28
F 3.64687 1.61834 0.70204 -1.0 -3.6 -1.8 -0.44
Nd 3.12451 -0.22020 -0.19292 -0.5 3.4 1.6 2.32
```
Forces are in eV/Å.